Computed, not measured: a molecular structure, C17H16N3O8SW, with ωB97M-V/def2-TZVPD.

Each line ends with the Mulliken charge.
Cartesian coordinates (Å):
W (0.30798, -0.34028, -0.57574)  2.743
O (2.35864, -2.44364, 2.24636)  -0.517
C (1.89723, -1.53336, 1.65044)  0.233
O (1.27604, -1.64080, 0.43969)  -0.306
C (1.90655, -0.09866, 2.05362)  0.788
C (2.49391, 0.44609, 3.17214)  -0.787
C (2.36704, 1.81783, 3.36603)  -0.261
C (1.65628, 2.58776, 2.45224)  -0.768
C (1.09050, 1.95020, 1.37041)  0.609
N (1.23075, 0.64153, 1.18397)  -0.140
C (0.25035, 2.55005, 0.29080)  -0.027
O (0.06531, 3.72535, 0.14130)  -0.613
O (-0.26421, 1.60133, -0.46713)  -0.579
H (3.02476, -0.19350, 3.86343)  0.528
H (2.81524, 2.28311, 4.23365)  0.473
H (1.52724, 3.65516, 2.56537)  0.535
O (-1.57385, -1.82019, 2.09059)  -0.543
C (-1.45076, -1.96974, 0.91613)  0.137
O (-1.40611, -0.83537, 0.09629)  -0.599
C (-1.34714, -3.25195, 0.18755)  0.771
C (-1.99484, -4.32540, 0.80734)  -0.715
C (-1.95622, -5.58991, 0.26171)  -0.658
C (-1.23465, -5.80020, -0.90882)  -0.597
C (-0.57029, -4.75493, -1.51897)  -0.848
C (-0.62290, -3.45904, -0.99646)  1.061
S (0.20843, -2.25514, -1.99731)  -0.391
H (-2.52199, -4.13646, 1.73289)  0.458
H (-2.46620, -6.40962, 0.74808)  0.409
H (-1.18100, -6.78894, -1.34509)  0.401
H (-0.00110, -4.93282, -2.42258)  0.441
C (-4.10208, 1.56524, -2.90748)  -0.867
O (-3.04468, 0.68850, -2.49118)  -0.267
C (-1.77766, 1.04879, -2.57813)  0.562
O (-0.93310, 0.18623, -2.28792)  -0.486
N (-1.49572, 2.28059, -3.00306)  0.023
N (-0.17674, 2.73110, -3.09879)  -0.569
H (-5.01351, 0.99117, -2.78959)  0.235
H (-3.98193, 1.84361, -3.95475)  0.349
H (-4.14773, 2.44603, -2.26516)  0.375
H (-2.25323, 2.92856, -3.15272)  0.202
H (-0.01703, 3.44241, -2.39205)  0.192
H (-0.02878, 3.11328, -4.02418)  0.271
C (1.78129, 0.30390, -1.96004)  -1.513
H (1.60811, -0.00171, -2.98822)  0.458
H (2.70097, -0.17586, -1.59865)  0.448
H (1.87122, 1.39009, -1.94202)  0.347

Values from the calculation:
Spin multiplicity = 1
E_HOMO (alpha / beta) = -11.02 / -11.02 eV
LUMO energy (alpha / beta) = -5.2 / -5.2 eV
ΔE to the lowest compared entry with this formula, charge and spin = 33.47 kcal/mol
Kohn-Sham gap (alpha / beta) = 0.213 / 0.213 hartree
Net charge = +1
DFT total energy = -51395.176 eV